DFT (ωB97M-V with the def2-TZVPD basis set) results for a structure of composition C13H25Br2NaO10 at a distorted geometry.

```
51
Properties=species:S:1:pos:R:3:nbo_charge:R:1
Na 1.259 0.773 2.738 0.94
C -0.434 0.159 0.281 -0.22
O -0.454 1.337 1.018 -1.03
H -1.371 -0.408 0.405 0.13
H -0.254 0.319 -0.800 0.12
H 0.412 -0.494 0.617 0.06
C 2.318 -1.112 -2.259 -0.62
C 3.456 -1.802 -1.522 0.07
C 3.655 -3.296 -1.752 -0.10
O 5.007 -3.431 -2.164 -0.49
C 5.553 -2.208 -2.359 0.97
O 6.632 -2.026 -2.811 -0.57
O 4.695 -1.237 -2.001 -0.49
H 1.390 -1.304 -1.715 0.23
H 2.232 -1.464 -3.286 0.21
H 2.470 -0.035 -2.215 0.23
H 3.319 -1.527 -0.474 0.18
H 3.022 -3.640 -2.575 0.18
H 3.388 -3.890 -0.880 0.20
Br 3.535 1.222 1.025 -0.10
C 3.264 2.891 -0.009 -0.40
C 1.792 3.150 -0.121 -0.45
Br 1.596 4.827 -1.115 -0.01
H 3.765 2.743 -0.959 0.24
H 3.767 3.682 0.536 0.23
H 1.231 3.240 0.803 0.26
H 1.246 2.429 -0.721 0.25
C -3.129 -6.279 4.083 -0.26
O -3.617 -4.954 4.061 -0.50
C -2.926 -4.084 3.324 0.98
O -2.068 -4.369 2.541 -0.64
O -3.373 -2.873 3.610 -0.49
C -2.804 -1.810 2.851 -0.26
H -2.921 -6.694 3.097 0.20
H -3.799 -6.982 4.572 0.20
H -2.205 -6.284 4.671 0.18
H -1.731 -1.879 2.688 0.19
H -3.000 -0.837 3.288 0.21
H -3.301 -1.869 1.881 0.19
C -2.182 5.852 -2.637 -0.25
O -2.131 5.651 -1.237 -0.51
C -2.508 4.505 -0.681 0.99
O -2.593 4.368 0.498 -0.61
O -2.794 3.570 -1.594 -0.53
C -3.154 2.309 -1.027 -0.27
H -1.414 5.246 -3.115 0.19
H -1.946 6.894 -2.856 0.19
H -3.187 5.712 -3.034 0.19
H -3.084 1.570 -1.823 0.18
H -4.162 2.331 -0.613 0.18
H -2.461 2.008 -0.238 0.24
```

Computed properties:
HOMO: -7.47 eV
Lowest unoccupied orbital energy: -1.164 eV
E_tot: -6573.0535 hartree
Total charge: 0
Largest force on an atom: 1.4 eV/Å

DFT (ωB97M-V with the def2-TZVPD basis set) results for a cluster of 3 separate species, C13H25ClNO6 in total at a distorted geometry.

```
46
Properties=species:S:1:pos:R:3:nbo_charge:R:1
C -2.635 -1.331 -2.541 -0.62
C -2.717 -0.159 -1.551 -0.41
C -1.463 0.706 -1.512 -0.42
C -0.268 0.096 -0.741 0.01
Cl 0.330 1.272 0.484 -0.01
C -0.492 -1.227 0.041 -0.52
C 0.685 -2.045 -0.256 0.31
N 1.377 -1.593 -1.216 -0.40
C 0.836 -0.328 -1.717 -0.29
H -2.297 -2.254 -2.079 0.19
H -2.015 -1.048 -3.387 0.20
H -3.616 -1.536 -2.950 0.24
H -3.043 -0.478 -0.566 0.21
H -3.511 0.480 -1.924 0.24
H -1.140 0.915 -2.527 0.21
H -1.719 1.641 -1.034 0.25
H -0.617 -1.154 1.115 0.30
H -1.316 -1.858 -0.309 0.29
H 0.947 -2.953 0.265 0.25
H 2.207 -2.010 -1.625 0.46
H 1.641 0.396 -1.581 0.26
H 0.629 -0.273 -2.777 0.26
C 6.269 4.561 -2.766 -0.26
O 4.878 4.301 -2.992 -0.49
C 4.232 3.804 -1.943 0.98
O 4.703 3.558 -0.862 -0.64
O 2.951 3.612 -2.292 -0.50
C 2.142 3.085 -1.245 -0.25
H 6.666 4.958 -3.694 0.20
H 6.397 5.297 -1.976 0.20
H 6.795 3.642 -2.515 0.19
H 2.111 3.767 -0.397 0.21
H 2.519 2.117 -0.928 0.17
H 1.138 2.973 -1.645 0.19
C -2.337 -0.465 3.451 -0.25
O -2.954 -1.257 4.456 -0.48
C -2.724 -2.566 4.311 0.99
O -2.066 -3.065 3.427 -0.67
O -3.338 -3.210 5.292 -0.48
C -3.180 -4.634 5.268 -0.26
H -2.574 0.577 3.643 0.21
H -1.254 -0.593 3.485 0.18
H -2.722 -0.741 2.468 0.17
H -2.131 -4.905 5.365 0.19
H -3.597 -5.050 4.353 0.19
H -3.730 -5.022 6.120 0.21
```

Computed properties:
HOMO: -13.09 eV
Lowest unoccupied orbital energy: -4.252 eV
E_tot: -1476.4833 hartree
Total charge: +1
Largest force on an atom: 2.6 eV/Å

DFT (ωB97M-V with the def2-TZVPD basis set) results for a cluster of 2 separate species, C13H25IN3O4 in total at a distorted geometry.

```
46
Properties=species:S:1:pos:R:3:nbo_charge:R:1
C 1.167 0.223 2.974 -0.73
C 0.137 -0.979 2.768 0.68
O 0.163 -1.889 3.638 -0.51
N -0.858 -1.086 1.687 -0.67
C -0.298 -1.705 0.446 -0.23
C -0.221 -0.693 -0.793 -0.42
C 1.132 0.174 -0.850 -0.43
C 0.738 1.714 -1.048 -0.25
N 1.878 2.606 -1.453 -0.39
C 1.359 3.827 -2.203 -0.24
C 0.410 4.677 -1.243 -0.26
N 1.036 5.123 0.040 -0.64
C 1.868 4.072 0.692 -0.16
I 3.397 5.161 1.870 0.15
C 2.695 3.141 -0.309 -0.29
H 1.334 0.829 2.005 0.17
H 2.150 -0.186 3.380 0.27
H 0.760 0.987 3.734 0.25
H -1.278 -0.158 1.498 0.36
H 0.698 -2.241 0.660 0.22
H -1.037 -2.533 0.133 0.24
H -0.348 -1.264 -1.775 0.25
H -1.107 0.038 -0.713 0.20
H 1.790 0.000 0.063 0.23
H 1.737 -0.131 -1.776 0.22
H 0.177 2.046 -0.116 0.24
H -0.026 1.745 -1.911 0.24
H 2.476 2.043 -2.095 0.45
H 0.740 3.428 -3.077 0.24
H 2.248 4.400 -2.626 0.25
H -0.594 4.129 -1.114 0.20
H 0.148 5.639 -1.824 0.25
H 0.231 5.262 0.683 0.39
H 1.323 3.425 1.454 0.22
H 3.095 2.264 0.303 0.26
H 3.604 3.686 -0.762 0.26
C -3.293 -6.617 0.264 -0.10
C -4.167 -5.437 -0.037 -0.10
O -3.250 -4.488 -0.568 -0.49
C -2.189 -5.187 -1.056 0.97
O -1.314 -4.708 -1.720 -0.59
O -2.250 -6.495 -0.694 -0.48
H -3.819 -7.566 0.148 0.21
H -2.859 -6.572 1.267 0.19
H -4.924 -5.659 -0.795 0.19
H -4.661 -5.045 0.853 0.21
```

Computed properties:
HOMO: -12.09 eV
Lowest unoccupied orbital energy: -3.173 eV
E_tot: -1272.9441 hartree
Total charge: +1
Largest force on an atom: 4.5 eV/Å

DFT (ωB97M-V with the def2-TZVPD basis set) results for a cluster of 3 separate species, C13H25NO6S3 in total at a distorted geometry.

```
48
Properties=species:S:1:pos:R:3:nbo_charge:R:1
C -3.197 -1.319 1.658 -0.30
O -4.144 -0.496 0.891 -0.56
C -4.028 -0.726 -0.564 -0.10
C -2.677 0.108 -1.052 0.22
N -2.920 1.566 -0.615 -0.50
C -1.860 2.350 -1.001 0.29
S -0.517 3.402 -1.153 0.02
O -2.385 -0.021 -2.489 -0.56
C -1.226 -0.960 -2.652 -0.29
H -3.435 -1.159 2.817 0.23
H -3.415 -2.468 1.461 0.18
H -2.069 -1.038 1.522 0.18
H -4.997 -0.222 -1.046 0.21
H -4.011 -1.856 -0.878 0.19
H -1.705 -0.238 -0.477 0.18
H -0.913 -1.095 -3.780 0.21
H -0.250 -0.552 -2.101 0.18
H -1.536 -2.002 -2.163 0.19
C 4.191 5.167 -4.739 -0.41
C 3.580 3.829 -4.324 -0.40
C 3.646 3.747 -2.800 -0.68
S 3.599 5.432 -2.208 2.17
O 4.865 5.732 -1.573 -0.94
O 2.328 5.673 -1.555 -0.94
C 3.575 6.205 -3.813 -0.68
H 3.990 5.396 -5.790 0.23
H 5.278 5.136 -4.600 0.22
H 2.534 3.788 -4.651 0.21
H 4.102 2.985 -4.787 0.22
H 2.797 3.194 -2.390 0.26
H 4.583 3.295 -2.463 0.25
H 4.135 7.141 -3.785 0.26
H 2.531 6.398 -4.076 0.24
C -0.861 -5.608 4.849 -0.41
C 0.355 -4.704 5.051 -0.40
C 0.370 -3.693 3.906 -0.68
S -1.330 -3.483 3.401 2.17
O -1.477 -3.992 2.054 -0.94
O -1.782 -2.160 3.784 -0.94
C -2.020 -4.675 4.533 -0.68
H -1.065 -6.218 5.733 0.23
H -0.682 -6.284 4.004 0.22
H 0.261 -4.176 6.008 0.21
H 1.285 -5.279 5.083 0.23
H 0.776 -2.730 4.226 0.26
H 0.935 -4.069 3.048 0.25
H -2.867 -5.184 4.069 0.26
H -2.347 -4.136 5.427 0.24
```

Computed properties:
HOMO: -8.91 eV
Lowest unoccupied orbital energy: 0.018 eV
E_tot: -2210.8908 hartree
Total charge: 0
SMILES: COC[C@H](N=C=S)OC.O=S1(=O)CCCC1.O=S1(=O)CCCC1
Largest force on an atom: 8.5 eV/Å